# 1
# C4H10N2OS

A single C4H10N2OS molecule at a distorted geometry (wB97M-V/def2-TZVPD, OMol25).

Element x y z (Å)
C: -1.18226 1.72182 -0.77032
N: -1.08867 0.33934 -0.38701
C: -0.04452 -0.29588 -0.17433
O: -0.12968 -1.65363 -0.09784
C: -1.55460 -2.15328 0.09419
N: 1.36473 0.15225 -0.22124
C: 1.74924 1.18198 0.82326
S: 2.63013 -0.87138 -0.70110
H: -0.06929 2.14231 -0.95775
H: -1.77181 1.66764 -1.76147
H: -1.98627 2.37206 0.00253
H: -1.39021 -3.22438 0.43536
H: -2.27608 -1.91798 -0.76007
H: -1.92494 -1.60904 1.01134
H: 1.71080 0.66317 1.83850
H: 0.80025 1.86058 0.98689
H: 2.71377 1.67582 0.52805
H: 2.44942 -2.05139 0.11101

The calculation puts the calculated total energy at -741.2307 a.u. Its energy relative to the best compared isomer or geometry (same formula, charge and spin) is 386.7 kJ/mol. The calculation puts the HOMO energy at -8.70 eV. Its gap between HOMO and LUMO is 9.488 eV. As for the SMILES: C/N=C(/OC)N(C)S. The net charge is 0.

# 2
# C37H51BeBrN2P2S

A molecular structure, C37H51BeBrN2P2S at a distorted geometry (wB97M-V/def2-TZVPD, OMol25).

Element x y z (Å)
N: -7.12136 5.62143 -6.79786
C: -6.80062 6.23286 -5.65640
C: -6.06714 5.59098 -4.64924
C: -5.59133 4.28538 -4.88069
C: -5.91971 3.66620 -6.10441
C: -6.71565 4.36888 -7.01948
C: -4.75269 3.61144 -3.88540
Be: -0.44348 0.15074 0.09086
P: 6.12453 -0.90458 -1.05969
C: -3.64444 2.87915 -4.18718
C: -2.78166 2.27367 -3.19234
C: -1.61342 1.56434 -3.57071
C: -0.78534 0.97669 -2.59819
C: -1.14332 1.03747 -1.25356
C: -2.20415 1.84227 -0.85592
C: -3.06783 2.40695 -1.81025
Br: 1.67851 -0.19126 -0.08331
H: -5.05893 3.76936 -2.84361
H: -3.35201 2.75646 -5.23646
H: -5.83250 6.12304 -3.73069
H: -5.58701 2.65741 -6.34097
H: -7.13414 7.26736 -5.52238
H: -7.02272 3.89654 -7.95750
H: -1.36520 1.49512 -4.63384
H: -3.94774 2.96738 -1.48298
H: 0.13850 0.48922 -2.91300
H: -2.39056 2.05219 0.19623
P: -0.61578 -1.99388 -0.96221
C: 5.56438 0.85333 -0.89844
C: 6.66044 1.81687 -1.36291
H: 5.31556 1.01909 0.15959
H: 4.64590 0.95838 -1.48994
H: 6.50462 2.80665 -0.92427
H: 7.65381 1.46698 -1.05932
H: 6.65918 1.93532 -2.45118
C: 5.28682 -1.34849 -2.64751
C: 5.98741 -2.50624 -3.36084
H: 5.30604 -0.43875 -3.26348
H: 4.24298 -1.59150 -2.40525
H: 5.71890 -2.50825 -4.42132
H: 7.07672 -2.42160 -3.29064
H: 5.69307 -3.47449 -2.94508
C: 4.99352 -1.73424 0.13730
C: 5.71209 -2.06915 1.44234
H: 4.61190 -2.64480 -0.34912
H: 4.14964 -1.05289 0.30530
H: 5.16200 -2.83915 1.99185
H: 6.72427 -2.44330 1.25146
H: 5.78478 -1.19005 2.08979
C: -0.44329 -3.42494 0.19892
C: -1.59518 -4.42312 0.20692
H: -0.26174 -2.99802 1.19594
H: 0.49011 -3.92388 -0.10072
H: -2.53062 -3.97610 0.56798
H: -1.76640 -4.85096 -0.78902
H: -1.35275 -5.25737 0.87550
C: 0.56827 -2.47138 -2.30076
C: 0.06837 -2.49045 -3.73844
H: 0.95361 -3.46136 -2.02332
H: 1.39888 -1.76401 -2.18489
H: -0.44550 -3.43597 -3.94980
H: -0.59832 -1.65352 -3.97815
H: 0.93244 -2.42709 -4.41421
C: -2.27814 -2.12190 -1.74552
C: -3.40426 -1.64970 -0.82033
H: -2.40849 -3.17234 -2.05274
H: -2.24661 -1.50882 -2.66018
H: -4.14922 -1.05916 -1.37210
H: -3.92045 -2.50236 -0.36201
H: -3.02347 -1.00563 -0.02138
N: -1.19830 0.27855 1.50976
S: -0.46913 0.87554 2.83078
C: -1.28596 2.41603 3.22794
C: -2.63618 2.60328 2.93106
C: -3.28007 3.77965 3.33749
C: -2.57480 4.75817 4.04947
C: -1.21612 4.57322 4.33711
C: -0.56405 3.41442 3.91030
C: -1.14817 -0.20246 4.09370
C: -1.61734 0.30047 5.31185
C: -2.22464 -0.56260 6.22673
C: -2.34427 -1.92425 5.93468
C: -1.83755 -2.43121 4.72977
C: -1.20307 -1.57840 3.82319
H: -2.19016 0.10531 1.63470
H: -3.19444 1.82727 2.40945
H: -4.33622 3.91363 3.09038
H: -3.08510 5.66621 4.36997
H: -0.66559 5.33419 4.89475
H: 0.49239 3.25980 4.12226
H: -1.53511 1.36282 5.52841
H: -2.61066 -0.16297 7.16839
H: -2.82640 -2.60233 6.64646
H: -1.91953 -3.49567 4.48814
H: -0.77555 -1.97384 2.90538

The calculation puts the calculated total energy at -5219.0674 a.u. Its energy relative to the best compared isomer or geometry (same formula, charge and spin) is 0.0 kJ/mol. The calculation puts the HOMO energy (spin up / spin down) at -11.83 / -12.09 eV. Its gap between HOMO and LUMO (spin up / spin down) is 3.807 / 3.168 eV. The net charge is +2.

# 3
# C30H56Br12InO2

A molecular structure, C30H56Br12InO2 (wB97M-V/def2-TZVPD, OMol25).

Element x y z (Å)
C: -1.54979 4.12785 5.16656
C: -2.82173 3.59422 5.83333
C: -2.36009 2.87668 7.11498
C: -3.73803 4.76042 6.26395
C: -3.50988 2.49928 4.98782
C: -4.37487 2.82631 3.73713
C: -3.87102 4.03601 2.95709
C: -5.85318 3.04621 4.13584
C: -4.33669 1.58505 2.82452
C: -4.57914 0.33025 3.37833
C: -4.49181 -0.82534 2.63279
C: -4.16143 -0.75739 1.28875
O: -4.03547 -1.94281 0.59248
C: -2.85293 -2.02655 -0.20013
C: -1.60509 -2.06773 0.66517
O: -0.46797 -2.10448 -0.17502
C: 0.46784 -1.06241 0.14803
C: -0.07982 0.35787 0.06569
In: 0.34587 1.48947 1.95156
C: -3.97071 0.47756 0.70941
C: -4.04859 1.63139 1.47354
H: -1.75320 4.80848 4.34912
H: -0.96022 3.30357 4.77336
H: -0.94996 4.65609 5.90823
H: -1.81975 3.56833 7.75773
H: -1.69465 2.05455 6.85740
H: -3.21971 2.47800 7.65133
H: -4.12165 4.60281 7.26969
H: -4.58185 4.91325 5.60266
H: -3.17029 5.68941 6.26247
H: -4.15302 1.94256 5.67410
H: -2.72726 1.80829 4.67926
H: -3.92180 4.95278 3.53674
H: -2.85259 3.89443 2.60560
H: -4.50131 4.18799 2.08233
H: -5.95228 3.48347 5.12483
H: -6.41236 2.11735 4.08694
H: -6.32202 3.73436 3.43211
H: -4.81794 0.24228 4.42776
H: -4.64007 -1.79712 3.07933
H: -2.89058 -2.95816 -0.75128
H: -2.79551 -1.22461 -0.93283
H: -1.64460 -2.98459 1.26151
H: -1.56214 -1.22425 1.35336
H: 0.87657 -1.28574 1.13864
H: 1.28419 -1.19038 -0.56013
H: 0.36018 0.87763 -0.78198
H: -1.15381 0.33626 -0.10989
H: -0.80612 1.01369 3.22126
H: 0.26474 3.24610 1.63755
H: 2.01094 1.04555 2.42934
H: -3.71853 0.54322 -0.33698
H: -3.84348 2.56745 0.98335
Br: -1.81382 -3.25637 -3.50274
C: -0.21265 -3.99290 -2.69835
C: 0.32997 -5.22184 -3.36978
Br: -0.69417 -6.82445 -2.94398
H: -0.45669 -4.16175 -1.65532
H: 0.51580 -3.18742 -2.76084
H: 1.32944 -5.40476 -2.98413
H: 0.36560 -5.14895 -4.45163
Br: 3.29518 -3.50089 -4.47108
C: 4.04070 -2.02233 -3.44241
C: 2.94709 -1.29605 -2.71288
Br: 1.87630 -0.22064 -3.92672
H: 4.55879 -1.38389 -4.15026
H: 4.75276 -2.45657 -2.74743
H: 3.37026 -0.60547 -1.98845
H: 2.26011 -1.96954 -2.21062
Br: 5.96747 0.12722 -0.91935
C: 5.25066 -0.45277 0.79274
C: 5.58278 -1.89647 1.06359
Br: 4.49869 -3.09305 -0.01969
H: 4.18051 -0.26899 0.76740
H: 5.71103 0.19004 1.53957
H: 5.36370 -2.15150 2.09763
H: 6.61903 -2.12836 0.83986
Br: 9.21624 1.36345 -2.81053
C: 9.39874 2.84797 -1.57014
C: 10.26896 2.49775 -0.39167
Br: 9.35415 1.34567 0.87753
H: 8.39432 3.12908 -1.26994
H: 9.85006 3.65536 -2.14193
H: 10.53253 3.39515 0.16302
H: 11.17127 1.97589 -0.69265
Br: 5.12528 -5.55528 -9.12539
C: 4.56961 -3.97001 -8.14231
C: 5.60790 -2.88215 -8.19416
Br: 7.12700 -3.27399 -7.04636
H: 4.36518 -4.28712 -7.12551
H: 3.64853 -3.63595 -8.61356
H: 5.18859 -1.95025 -7.82199
H: 6.00174 -2.73405 -9.19412
Br: -4.82701 0.09398 -6.20061
C: -5.00386 -1.76850 -5.67072
C: -6.30827 -2.03509 -4.96981
Br: -6.31415 -1.34151 -3.15718
H: -4.15049 -1.99509 -5.04141
H: -4.94090 -2.34355 -6.59146
H: -6.47198 -3.10651 -4.87910
H: -7.14710 -1.57891 -5.48544

The calculation puts the calculated total energy at -32405.4383 a.u. Its energy relative to the best compared isomer or geometry (same formula, charge and spin) is 0.0 kJ/mol. The calculation puts the HOMO energy at -5.00 eV. Its gap between HOMO and LUMO is 6.648 eV. The net charge is -1.

# 4
# C4H4N2

A single C4H4N2 molecule at a distorted geometry (wB97M-V/def2-TZVPD, OMol25).

Element x y z (Å)
C: -1.58229 -0.00546 -0.00596
C: -0.24770 -0.01148 -0.01740
C: 0.72125 1.11070 0.00652
N: 1.92923 0.70922 -0.02294
N: 1.91649 -0.73548 -0.00179
C: 0.69081 -1.12927 -0.00105
H: -2.10833 0.95109 -0.02848
H: -2.20006 -0.87839 -0.00657
H: 0.44128 2.17985 0.05632
H: 0.43932 -2.19080 0.02135

The calculation puts the calculated total energy at -264.2546 a.u. Its energy relative to the best compared isomer or geometry (same formula, charge and spin) is 188.5 kJ/mol. The calculation puts the HOMO energy at -10.30 eV. Its gap between HOMO and LUMO is 9.494 eV. As for the SMILES: C=C1C=NN=C1. The net charge is 0.

- net charge of number 4 (C4H4N2)?
  0

- What is the calculated total energy in the fourth record?
  -264.2546 a.u.